The following is a quantum chemistry calculation of a cluster of 4 separate species, C13H24Cl2O9 in total at a distorted geometry, from the Open Molecules 2025 dataset.

```
48
Properties=species:S:1:pos:R:3:forces:R:3:mulliken_charge:R:1
C -1.939833 5.377041 -0.946405 -0.049 -0.182 0.100 -1.2105
C -1.290577 4.476247 0.092734 -0.468 1.111 0.046 -0.1328
O -2.343071 3.843221 0.848261 0.118 0.304 -0.687 -0.3197
C -1.947953 2.877373 1.654344 -0.146 0.439 0.370 0.8313
O -0.840238 2.426929 1.728736 0.759 -0.582 -0.098 -0.5766
O -2.971738 2.551247 2.417736 -0.775 -0.482 0.340 -0.3956
C -2.781608 1.374233 3.232700 0.163 0.741 -0.371 -0.3769
H -2.307834 4.816169 -1.804968 0.105 0.022 -0.039 0.2861
H -1.203692 6.119116 -1.257797 -0.044 -0.090 -0.220 0.3683
H -2.786634 5.916007 -0.521867 0.050 -0.007 0.128 0.3200
H -0.736669 5.125758 0.778124 0.124 -0.343 0.075 0.2821
H -0.625059 3.755521 -0.353063 0.129 -0.362 -0.004 0.3066
H -2.773858 0.517056 2.564098 0.105 -0.247 0.250 0.1249
H -3.618280 1.354161 3.916688 -0.165 -0.101 0.007 0.2337
H -1.851797 1.485924 3.776009 0.093 -0.311 0.049 0.2469
C 1.358308 -2.113851 -2.897660 0.359 -0.097 0.059 -1.2820
C 1.991942 -1.484446 -1.656721 -0.956 0.427 -0.737 0.3349
O 3.338855 -1.948199 -1.556390 -0.191 0.244 -0.691 -0.3076
C 3.740344 -2.477298 -0.414144 1.154 0.326 -2.040 0.8051
O 3.096794 -2.650383 0.539002 -2.326 -0.368 3.113 -0.5010
O 5.006102 -2.818024 -0.439167 1.447 -0.212 -0.104 -0.3669
C 5.765913 -2.733973 -1.640918 0.078 -0.134 -0.530 -0.6364
H 0.379895 -1.709452 -3.142554 -0.033 0.263 0.277 0.3016
H 1.228960 -3.191691 -2.762773 0.199 0.065 -0.084 0.3352
H 2.001708 -1.909446 -3.758924 -0.055 -0.241 0.057 0.3513
H 1.402020 -1.687933 -0.769170 0.270 -0.224 0.123 -0.0434
H 2.030835 -0.400541 -1.782628 0.072 -0.055 0.064 0.2010
H 5.454467 -1.918666 -2.289792 -0.042 0.046 0.182 0.2837
H 5.663044 -3.668809 -2.198077 0.036 0.050 0.067 0.2629
H 6.804457 -2.589953 -1.364982 0.032 -0.066 0.182 0.2678
O -0.587152 0.638910 -1.962535 2.276 2.272 -1.178 -0.4703
C -1.388286 -0.042627 -1.486473 -1.991 -1.558 1.103 0.4967
O -1.111202 -1.166175 -0.803227 -0.457 -0.768 -0.242 -0.0649
C -2.344702 -1.902645 -0.586506 0.639 0.305 0.793 -0.3233
C -3.336142 -1.125389 -1.443706 -0.326 -1.007 -0.289 -0.3535
O -2.732854 0.162274 -1.553592 -0.368 -0.241 0.053 -0.3635
H -2.184203 -2.954268 -0.811540 -0.040 0.099 -0.443 0.2836
H -2.522322 -1.862291 0.493480 -0.330 0.182 -0.167 0.2164
H -4.347776 -1.163709 -1.039886 0.171 0.779 0.333 0.3288
H -3.455217 -1.539748 -2.452932 0.381 -0.028 0.070 0.2813
Cl -0.237540 -2.866580 2.502716 -0.054 -0.243 -0.231 -0.2063
C 0.429429 -1.293327 2.024310 0.486 0.333 0.067 0.7614
C 0.911976 -0.472361 3.211117 -0.334 -0.327 -0.001 -0.3553
Cl -0.196397 -0.601572 4.612722 0.179 0.199 0.144 -0.2225
H -0.298587 -0.773174 1.419359 -0.246 0.079 0.087 -0.3290
H 1.310889 -1.497173 1.419845 -0.096 -0.088 -0.129 -0.2824
H 0.954759 0.582704 2.963536 0.059 0.044 -0.186 0.1855
H 1.890528 -0.836191 3.502865 0.008 0.033 0.332 0.4232
```
Forces are in eV/Å.

The calculation puts the LUMO energy at 0.514 eV. Its spin multiplicity is 1. The SMILES is CCOC(=O)OC.CCOC(=O)OC.O=C1OCCO1.ClCCCl. The value obtained for the frontier orbital gap is 10.82 eV.